Entry from OMol25: the molecule C4H5FN2 (wB97M-V/def2-TZVPD).

The geometry in XYZ format:
```
12
Properties=species:S:1:pos:R:3:lowdin_charge:R:1
C 1.565 -0.622 0.020 0.00
N 0.237 0.012 -0.053 -0.09
C -0.043 1.313 -0.201 -0.22
N -1.297 1.589 -0.039 0.04
C -1.977 0.401 0.099 -0.07
C -0.952 -0.664 0.088 -0.24
F -0.793 -1.989 0.029 0.08
H 1.433 -1.422 0.755 0.09
H 1.947 -1.032 -0.931 0.09
H 2.271 0.242 0.319 0.12
H 0.674 2.027 -0.177 0.09
H -3.064 0.145 0.091 0.10
```

Summary:
**HOMO-LUMO gap**: 9.33 eV
**E_HOMO**: -8.6 eV
**F_max**: 0.081 hartree/bohr
**Total energy**: -9925.3863 eV